# C42H42CaN10P

A structure of composition C42H42CaN10P (ωB97M-V with the def2-TZVPD basis set, OMol25).

Calculated values
**Molar mass**: 757.9 g/mol
**LUMO level**: -8.0 eV
**Maximum force**: 0.0039 hartree/bohr
**HOMO**: -15.34 eV
**Total charge**: +3
**Calculated total energy**: -86846.2126 eV
**2S+1**: 1
**Relative energy (zero: lowest compared OMol25 entry of this formula, charge and spin)**: 30.3 kJ/mol

Structure (XYZ):
```
96
Properties=species:S:1:pos:R:3:forces:R:3
Ca 0.525984 0.646370 0.679707 -0.024 0.068 0.036
C 2.728043 -3.548832 0.812626 -0.026 -0.040 -0.001
C 2.343633 -2.256783 1.146226 -0.023 -0.012 0.013
N 1.104000 -1.816368 0.934131 0.025 0.074 -0.029
C 0.238078 -2.668474 0.362579 -0.046 0.019 0.000
C 0.657127 -3.941069 -0.015056 0.030 -0.012 0.022
N 1.885828 -4.381726 0.221217 0.002 -0.016 0.005
C -1.162654 -2.202311 0.155083 0.055 0.053 -0.016
C -2.192788 -3.104154 -0.049711 0.021 -0.030 0.036
C -3.490382 -2.639101 -0.245516 -0.040 -0.009 0.001
C -3.689317 -1.261262 -0.216320 0.002 0.015 -0.025
C -2.611679 -0.415479 -0.010518 -0.030 -0.102 -0.026
N -1.366611 -0.873683 0.182534 0.160 -0.117 -0.032
C -2.783598 1.057751 0.031486 -0.058 0.055 -0.016
C -3.914612 1.690218 -0.479439 -0.021 0.029 0.017
N -4.087710 3.001729 -0.398629 -0.020 -0.001 -0.019
C -3.130083 3.706185 0.186168 0.000 0.008 0.016
C -1.975214 3.097996 0.659017 -0.003 -0.036 0.008
N -1.796313 1.778873 0.578756 0.129 0.090 0.041
C -4.614506 -3.570630 -0.464067 0.009 0.011 -0.003
C -4.699162 -4.765524 0.241262 0.027 -0.026 0.012
C -5.779524 -5.601823 0.000746 -0.035 0.003 -0.041
N -6.733767 -5.324119 -0.882018 0.026 0.021 0.008
C -6.643584 -4.185295 -1.561017 -0.009 -0.032 0.024
C -5.611412 -3.273856 -1.385458 -0.020 0.027 -0.004
H 3.731187 -3.904695 1.008573 0.011 0.021 0.004
H 3.056327 -1.566190 1.582711 0.005 -0.019 -0.004
H -0.004554 -4.624337 -0.531915 -0.005 0.009 0.003
H -2.005358 -4.168230 -0.060672 0.005 0.012 0.001
H -4.690979 -0.870200 -0.321963 0.011 0.005 0.001
H -4.696981 1.134802 -0.980269 0.010 -0.005 0.000
H -3.274911 4.776225 0.268172 0.010 -0.002 0.001
H -1.174222 3.679797 1.095830 0.002 0.008 -0.006
H -3.960280 -5.037846 0.984898 -0.013 -0.008 -0.007
H -5.882514 -6.535809 0.540177 0.002 0.003 0.007
H -7.430604 -3.990897 -2.279711 0.004 0.001 -0.005
H -5.578117 -2.372346 -1.984435 -0.013 -0.013 -0.001
N 2.351718 4.918471 0.430634 0.028 0.009 -0.009
C 2.059176 3.869583 1.216814 0.017 -0.077 0.004
N 1.279985 2.984789 0.631193 -0.080 0.081 -0.055
C 1.053663 3.504121 -0.653465 -0.004 0.014 0.017
C 0.322569 2.989939 -1.728242 -0.014 -0.009 0.013
C 0.305993 3.714834 -2.901157 -0.005 -0.004 -0.003
C 0.994014 4.934640 -3.018520 0.007 0.011 0.005
C 1.715379 5.459717 -1.967007 0.003 0.008 -0.006
C 1.728061 4.716979 -0.790069 0.022 -0.020 0.008
H 2.938537 5.698039 0.683606 -0.001 -0.006 0.016
H 2.462342 3.778039 2.213461 -0.010 0.018 0.001
H -0.233139 2.058049 -1.667982 0.007 0.007 -0.009
H -0.249849 3.342974 -3.751297 0.003 0.004 0.000
H 0.952873 5.473537 -3.954934 0.000 -0.003 0.001
H 2.243379 6.399505 -2.057025 -0.003 -0.002 -0.006
C 3.446837 1.628892 -2.365874 -0.005 -0.013 0.039
P 3.175204 0.633303 -0.856300 -0.070 -0.078 -0.051
C 4.388359 1.271825 0.343164 -0.033 0.012 -0.012
C 5.595107 1.861964 -0.027453 -0.015 -0.005 0.001
C 6.481707 2.320146 0.938388 0.003 0.007 0.008
C 6.178327 2.190528 2.286703 0.016 0.008 -0.011
C 4.979174 1.605522 2.672377 -0.027 -0.007 0.003
C 4.093765 1.160315 1.702378 0.010 -0.014 -0.017
C 3.805401 -1.005569 -1.343800 -0.022 0.022 0.014
C 5.048952 -1.501966 -0.963211 -0.001 -0.001 -0.001
C 5.449265 -2.767842 -1.376008 -0.003 0.017 0.013
C 4.614791 -3.540308 -2.170489 0.009 -0.003 -0.007
C 3.373806 -3.048633 -2.558271 0.002 0.012 -0.018
C 2.968629 -1.791558 -2.140036 0.010 0.005 0.000
H 2.755378 1.286594 -3.135681 0.003 -0.005 -0.001
H 4.461585 1.512420 -2.743388 0.005 -0.013 0.004
H 3.244153 2.680948 -2.164592 0.001 0.005 -0.010
H 5.856807 1.960128 -1.073213 0.004 0.008 0.011
H 7.416797 2.772301 0.635755 0.000 -0.002 0.006
H 6.876096 2.541766 3.035005 0.000 -0.003 -0.003
H 4.746359 1.500337 3.725114 0.000 -0.002 -0.004
H 3.147266 0.711329 2.007502 0.012 -0.001 0.019
H 5.713711 -0.904321 -0.351810 0.004 -0.006 0.001
H 6.421784 -3.143827 -1.086005 -0.004 -0.001 -0.002
H 4.933861 -4.521051 -2.497059 -0.005 0.001 0.001
H 2.729304 -3.646339 -3.189477 -0.005 0.003 0.001
H 1.998209 -1.411406 -2.448741 -0.003 -0.008 -0.008
N -0.701147 -0.619749 5.851174 0.001 0.000 -0.004
C -1.511008 0.439337 5.151623 -0.007 0.034 -0.029
C -1.204383 0.430908 3.660031 0.019 -0.031 0.002
N 0.229242 0.578352 3.348703 -0.022 -0.038 0.137
C 1.004364 -0.452782 4.060981 -0.021 0.015 0.006
C 0.768678 -0.464717 5.566131 0.039 0.005 -0.024
H -1.013685 -1.547454 5.552849 -0.004 -0.006 0.000
H -0.867681 -0.576442 6.859777 0.001 0.001 0.006
H -1.239870 1.390124 5.610954 0.003 -0.007 0.019
H -2.564428 0.245657 5.345974 0.000 -0.007 0.007
H -1.766214 1.238259 3.193464 0.000 0.001 -0.019
H -1.551748 -0.502565 3.205897 -0.004 -0.001 -0.001
H 0.538531 1.494706 3.669902 -0.003 0.022 -0.069
H 2.070330 -0.299135 3.891878 -0.002 -0.003 -0.012
H 0.749250 -1.423668 3.628831 0.004 -0.006 -0.006
H 1.078372 0.471253 6.031441 -0.015 0.000 0.012
H 1.296890 -1.285903 6.047519 -0.007 -0.003 0.007
```
Forces are in eV/Å.